[1]
Computed, not measured: C35H39I2N4O6PZr as an isolated structure, with wB97M-V/def2-TZVPD.

```
88
Properties=species:S:1:pos:R:3:forces:R:3
Zr 0.065 0.699 0.202 0.34 0.23 -0.65
C 2.819 -3.778 -2.063 0.12 -0.02 -0.04
N 1.799 -2.875 -1.529 -0.02 0.12 0.11
C 0.463 -3.077 -2.082 -0.11 -0.05 -0.01
C 2.000 -1.976 -0.582 0.01 -0.06 -0.07
O 1.039 -1.353 -0.066 -0.16 0.61 0.33
C 3.412 -1.616 -0.137 -0.02 0.13 0.05
O 3.657 -0.243 -0.383 -0.03 -0.09 -0.03
C 3.738 0.146 -1.729 0.06 0.05 0.02
C 2.437 0.776 -2.217 -0.01 -0.02 -0.10
O 1.495 0.954 -1.413 -0.15 -0.03 0.17
N 2.363 1.155 -3.475 -0.10 0.00 0.09
C 1.155 1.797 -3.998 -0.07 0.04 0.02
C 3.482 0.996 -4.402 0.09 -0.04 -0.01
H 2.329 -4.712 -2.327 0.00 0.01 0.00
H 3.580 -4.006 -1.325 0.02 -0.01 -0.01
H 3.279 -3.365 -2.962 0.00 -0.01 0.01
H 0.531 -3.071 -3.170 0.03 -0.02 0.01
H -0.193 -2.276 -1.759 0.00 -0.04 -0.02
H 0.082 -4.044 -1.755 -0.08 0.00 0.02
H 4.188 -2.226 -0.597 -0.04 -0.01 -0.04
H 3.465 -1.730 0.945 0.00 -0.06 -0.01
H 4.035 -0.678 -2.387 -0.03 -0.01 0.02
H 4.519 0.909 -1.806 0.01 -0.05 0.02
H 0.360 1.736 -3.263 0.01 0.02 -0.04
H 0.851 1.290 -4.912 0.01 0.00 0.01
H 1.370 2.843 -4.218 -0.04 -0.01 -0.02
H 4.392 1.446 -4.005 0.00 -0.02 -0.02
H 3.232 1.506 -5.327 0.00 0.00 0.00
H 3.659 -0.056 -4.628 0.02 0.02 -0.02
I 1.394 6.912 4.366 0.01 0.03 0.03
C 0.874 5.523 2.911 -0.17 -0.19 0.05
C 1.399 5.628 1.635 0.04 0.02 -0.15
C 1.082 4.675 0.671 -0.14 0.12 0.35
I 1.928 4.774 -1.218 0.06 0.03 -0.13
C 0.223 3.636 0.993 -0.02 -0.20 0.18
O -0.026 2.642 0.122 -0.10 -0.35 -0.12
C -0.324 3.525 2.281 0.21 0.25 -0.23
C -1.267 2.395 2.576 -0.11 -0.06 0.07
N -0.668 1.028 2.406 -0.03 -0.21 -0.08
C 0.346 0.698 3.421 0.01 0.06 0.08
C 1.663 1.279 2.990 0.07 -0.01 0.15
C 2.578 1.788 3.897 -0.11 -0.07 -0.10
C 3.715 2.416 3.419 0.00 0.00 -0.04
C 3.886 2.533 2.048 -0.07 -0.05 -0.07
C 2.939 1.976 1.212 0.12 0.05 0.08
N 1.859 1.327 1.664 -0.07 -0.10 -0.04
C 0.009 4.474 3.231 0.05 0.13 0.00
H 2.065 6.443 1.386 0.01 0.00 0.00
H -1.637 2.489 3.600 0.01 -0.04 -0.04
H -2.123 2.422 1.900 0.02 0.05 0.02
H -1.443 0.369 2.499 -0.04 0.05 0.08
H 0.065 1.093 4.401 0.00 -0.05 -0.03
H 0.408 -0.391 3.507 0.03 0.02 -0.04
H 2.376 1.726 4.957 -0.01 0.00 0.02
H 4.437 2.838 4.104 0.01 0.01 0.01
H 4.729 3.060 1.626 0.01 0.01 0.00
H 3.014 2.080 0.142 0.04 0.01 -0.02
H -0.408 4.406 4.228 0.01 0.00 0.02
O -1.164 -0.084 -1.524 0.15 -0.14 0.24
C -2.103 -0.210 -0.678 0.08 -0.02 -0.03
O -2.149 0.651 0.261 0.21 0.09 0.07
C -2.884 -1.460 -0.507 -0.31 0.02 -0.24
P -2.085 -2.113 1.053 0.22 -0.01 -0.03
C -3.242 -1.663 2.382 -0.05 -0.07 0.05
C -4.616 -1.498 2.224 0.04 0.00 -0.05
C -5.409 -1.167 3.309 -0.01 0.01 0.04
C -4.844 -1.016 4.569 -0.05 0.00 0.01
C -3.483 -1.204 4.746 0.03 -0.01 0.03
C -2.687 -1.522 3.655 -0.01 0.05 -0.05
C -2.214 -3.924 0.925 -0.13 -0.06 -0.06
C -2.114 -4.652 2.109 0.03 0.00 0.02
C -2.100 -6.036 2.085 0.00 -0.02 0.05
C -2.185 -6.715 0.879 0.00 -0.02 -0.03
C -2.295 -6.000 -0.304 -0.01 -0.07 -0.01
C -2.307 -4.614 -0.284 -0.03 0.08 0.07
H -2.739 -2.128 -1.349 0.01 0.01 -0.01
H -3.946 -1.247 -0.392 0.06 -0.04 0.08
H -5.082 -1.639 1.257 -0.02 0.01 0.02
H -6.474 -1.035 3.177 -0.02 0.00 -0.01
H -5.471 -0.766 5.415 -0.01 0.01 0.01
H -3.045 -1.114 5.731 0.01 0.00 0.01
H -1.624 -1.695 3.799 0.03 0.03 0.01
H -2.061 -4.139 3.062 0.01 -0.01 0.00
H -2.033 -6.586 3.014 0.00 -0.02 0.02
H -2.182 -7.796 0.862 0.00 -0.02 0.00
H -2.392 -6.525 -1.245 0.00 0.01 0.00
H -2.426 -4.088 -1.220 0.03 0.01 -0.04
```
Positions in Å, forces in eV/Å.

Computed properties:
energy above the lowest of the compared OMol25 structures with the same formula, charge and spin: 13.2 kcal per mole
charge: +2

[2]
Computed, not measured: C35H39N5O8PSTi as an isolated structure, with wB97M-V/def2-TZVPD.

```
90
Properties=species:S:1:pos:R:3:forces:R:3
Ti 0.091 0.117 -0.233 -0.20 0.40 0.29
O 4.673 -4.092 0.830 -0.09 -0.03 -0.07
C 3.902 -4.373 1.778 0.16 0.15 0.08
O 3.853 -5.282 2.595 -0.05 -0.06 -0.02
C 2.801 -3.307 1.813 0.00 -0.04 -0.07
C 1.477 -3.634 1.581 -0.02 0.03 0.00
C 0.562 -2.656 1.216 0.00 -0.03 0.03
N 0.909 -1.356 1.171 0.04 0.01 -0.11
C 2.167 -1.017 1.559 0.02 -0.01 0.05
C 3.125 -1.954 1.861 -0.01 -0.01 0.01
C 2.532 0.416 1.492 -0.01 0.00 0.01
C 3.611 0.938 2.194 0.00 0.00 0.00
C 3.942 2.270 2.025 -0.01 0.00 0.02
C 3.178 3.056 1.175 -0.02 0.01 0.01
C 2.100 2.479 0.538 -0.01 0.01 0.00
N 1.785 1.187 0.686 0.00 -0.07 0.02
C -0.828 -3.100 0.906 0.01 0.02 -0.01
C -1.033 -4.317 0.265 -0.01 0.00 0.00
C -2.325 -4.803 0.157 0.00 -0.01 0.01
C -3.366 -4.050 0.671 0.00 0.00 0.02
C -3.067 -2.823 1.243 0.01 -0.02 0.01
N -1.830 -2.350 1.365 0.00 -0.04 0.03
H 1.172 -4.670 1.646 0.00 0.00 0.00
H 4.152 -1.666 2.036 -0.01 -0.01 -0.01
H 4.177 0.308 2.864 0.00 0.01 0.00
H 4.783 2.692 2.559 0.00 0.00 0.00
H 3.399 4.102 1.019 0.00 0.00 0.00
H 1.458 3.059 -0.109 -0.01 0.00 0.00
H -0.198 -4.875 -0.134 0.00 0.00 0.00
H -2.512 -5.754 -0.324 0.00 0.00 0.00
H -4.390 -4.393 0.623 0.00 0.00 0.00
H -3.863 -2.201 1.639 -0.01 -0.01 -0.01
C -2.826 -0.679 -4.253 0.00 -0.01 0.00
C -2.327 -1.366 -2.988 0.04 0.01 -0.02
C -3.254 -2.506 -2.583 0.02 0.01 0.01
O -1.044 -1.928 -3.158 -0.04 -0.04 0.01
C -2.324 -0.364 -1.824 -0.04 -0.03 0.02
O -3.052 0.585 -1.717 0.01 0.03 -0.03
O -1.404 -0.637 -0.863 -0.09 -0.01 0.01
H -2.880 -1.420 -5.049 0.00 0.00 0.00
H -2.145 0.112 -4.568 0.01 0.01 0.00
H -3.812 -0.245 -4.096 0.00 0.00 0.00
H -3.281 -3.233 -3.394 0.00 0.00 0.00
H -4.264 -2.139 -2.397 0.00 0.00 0.00
H -2.874 -2.995 -1.689 0.00 0.02 -0.03
H -0.446 -1.258 -3.529 0.03 0.00 0.00
C -2.191 4.158 -1.279 -0.01 0.00 0.00
N -1.297 3.289 -2.041 0.00 0.01 -0.01
C -1.170 3.377 -3.414 -0.01 -0.01 0.02
C -0.490 2.462 -4.116 0.03 0.02 -0.03
C 0.086 1.303 -3.443 -0.12 -0.05 0.04
O 0.524 0.330 -4.038 0.09 0.00 -0.05
N 0.054 1.354 -2.056 0.08 0.07 -0.03
C -0.679 2.264 -1.427 0.00 -0.02 0.01
O -0.764 2.075 -0.169 0.03 -0.14 -0.05
H -2.494 4.983 -1.917 0.00 0.00 0.00
H -1.672 4.547 -0.406 0.00 0.01 -0.01
H -3.071 3.598 -0.964 0.00 0.00 0.00
H -1.665 4.222 -3.870 0.00 0.00 0.00
H -0.411 2.525 -5.190 0.01 0.00 0.00
C 3.308 -0.299 -3.100 -0.01 -0.03 -0.02
S 2.992 -0.966 -1.481 -0.06 0.01 0.05
C 3.290 -2.689 -1.809 0.05 -0.06 0.03
O 1.459 -0.868 -1.309 0.19 -0.09 -0.15
H 4.373 -0.435 -3.287 0.00 0.01 0.00
H 3.064 0.760 -3.081 0.00 0.01 0.01
H 2.696 -0.809 -3.840 -0.01 0.00 -0.01
H 4.232 -2.748 -2.354 0.00 0.00 -0.01
H 2.464 -3.062 -2.414 0.00 0.00 0.01
H 3.426 -3.228 -0.867 -0.04 0.04 0.03
C -0.729 -0.326 3.583 0.02 -0.01 -0.02
P -0.984 0.717 2.118 0.00 -0.04 -0.06
C -2.781 0.811 1.905 -0.01 -0.01 0.00
C -0.498 2.357 2.736 -0.01 -0.02 0.02
C 0.563 2.474 3.632 0.04 -0.01 -0.02
C 0.948 3.715 4.116 0.02 0.02 -0.01
C 0.275 4.858 3.713 0.00 0.00 0.00
C -0.795 4.752 2.834 0.00 -0.01 0.00
C -1.179 3.511 2.350 -0.01 0.02 -0.01
H 0.333 -0.461 3.785 0.00 -0.01 0.00
H -1.171 -1.300 3.395 -0.01 0.00 0.00
H -1.198 0.147 4.446 0.00 -0.01 0.00
H -3.253 1.233 2.793 0.00 0.01 0.00
H -3.143 -0.199 1.733 0.01 0.03 0.01
H -3.018 1.407 1.026 0.00 0.01 0.00
H 1.092 1.593 3.975 0.01 0.01 -0.01
H 1.768 3.787 4.819 0.00 0.00 0.00
H 0.567 5.826 4.097 0.00 0.00 0.00
H -1.342 5.638 2.538 0.00 0.00 0.00
H -2.022 3.439 1.677 0.00 -0.01 0.01
```
Positions in Å, forces in eV/Å.

Computed properties:
energy above the lowest of the compared OMol25 structures with the same formula, charge and spin: 2.3 kcal per mole
charge: +1

[3]
Computed, not measured: C35H40Br3F3O9S as an isolated structure at a distorted geometry, with wB97M-V/def2-TZVPD.

```
91
Properties=species:S:1:pos:R:3:forces:R:3
C 4.845 -2.901 1.896 -0.12 0.09 -0.79
C 5.980 -1.971 2.206 -0.08 0.14 -0.22
O 6.553 -1.970 3.245 0.60 -0.21 0.79
O 6.341 -1.077 1.230 -0.35 -0.08 0.10
C 5.323 -0.099 0.964 -0.27 -0.17 0.26
C 5.078 0.825 2.154 0.54 0.30 -0.07
C 4.746 2.259 1.714 0.11 -0.52 0.08
C 3.293 2.457 1.305 0.14 -0.14 0.09
C 2.323 2.353 2.479 0.18 0.17 -0.36
C 0.895 2.807 2.132 0.15 -0.13 0.53
C -0.183 1.742 2.406 0.08 0.41 -0.04
C -1.373 1.783 1.442 0.22 -0.28 0.06
C -1.315 0.871 0.232 0.04 0.41 -0.03
C -0.849 -0.419 0.424 -0.06 0.10 -0.42
C -0.748 -1.363 -0.597 -0.42 0.07 -0.01
C -0.186 -2.722 -0.261 0.44 0.00 0.47
C -0.801 -3.356 1.007 -0.69 -0.23 -0.48
C -1.650 -4.548 0.610 -0.23 0.32 0.06
O -1.214 -5.491 0.041 0.48 -0.82 -0.26
O -2.963 -4.516 0.945 -0.29 0.22 -0.13
C -1.139 -0.954 -1.869 0.20 0.10 0.18
C -1.614 0.355 -2.095 -0.05 0.07 0.27
C -1.746 1.291 -1.053 0.03 -0.64 -0.14
C -2.286 2.684 -1.291 0.05 0.00 0.34
C -3.748 2.909 -0.832 -0.06 -0.32 -0.61
C -4.788 2.531 -1.874 -0.07 -0.09 0.25
O -3.939 2.102 0.318 -0.07 0.31 -0.01
C -4.971 2.514 1.173 -0.09 -0.20 0.82
C -5.125 1.485 2.277 0.09 -0.23 -0.35
C -4.776 0.155 2.031 -0.11 -0.31 0.44
C -4.874 -0.814 3.032 -0.06 0.91 -0.10
C -5.328 -0.441 4.295 0.11 -0.07 -0.40
C -5.705 0.877 4.529 -0.02 -0.05 0.05
C -5.608 1.845 3.532 0.16 -0.62 -0.08
C -1.960 0.674 -3.516 0.38 -0.42 0.52
O -2.855 1.385 -3.875 -0.44 0.63 -0.30
C -1.113 -0.001 -4.541 0.52 0.00 -0.39
C -0.675 -1.230 -4.321 0.17 -0.03 0.23
S 0.330 -2.088 -5.496 -0.27 -1.68 -1.08
O 0.449 -3.470 -5.160 0.12 0.24 0.66
O -0.048 -1.785 -6.841 0.08 0.98 0.20
C 2.022 -1.391 -5.182 -0.67 0.82 0.50
F 2.935 -2.187 -5.678 0.27 -0.17 -0.19
F 2.122 -0.172 -5.711 0.14 -0.07 -0.16
F 2.189 -1.267 -3.858 0.14 -0.19 0.03
C -1.058 -1.894 -3.024 0.05 0.61 -0.07
O -1.331 -3.055 -2.965 -0.14 -0.75 0.04
H 3.913 -2.356 2.037 -0.19 -0.12 0.24
H 4.879 -3.797 2.499 -0.01 0.08 0.35
H 4.858 -3.197 0.850 0.08 0.02 -0.16
H 5.701 0.463 0.119 -0.06 0.02 -0.22
H 4.387 -0.603 0.713 0.04 -0.01 -0.44
H 4.319 0.420 2.822 -0.08 -0.06 0.06
H 6.006 0.853 2.724 0.08 -0.04 0.07
H 5.406 2.474 0.875 0.04 0.23 -0.10
H 5.035 2.934 2.518 -0.18 0.21 0.06
H 3.182 3.429 0.825 -0.06 0.07 -0.07
H 3.043 1.689 0.567 -0.14 0.10 -0.19
H 2.726 2.964 3.285 -0.01 0.01 0.18
H 2.317 1.324 2.835 -0.06 -0.07 0.15
H 0.684 3.651 2.787 -0.20 0.27 -0.17
H 0.851 3.194 1.114 -0.02 -0.18 -0.19
H 0.298 0.769 2.476 -0.12 -0.17 -0.15
H -0.587 1.948 3.395 0.03 -0.15 0.20
H -2.269 1.517 1.994 -0.20 -0.03 0.01
H -1.504 2.812 1.130 -0.16 0.17 0.00
H -0.548 -0.717 1.416 0.07 0.03 0.12
H -0.264 -3.441 -1.062 -0.05 0.03 -0.21
H 0.881 -2.593 -0.079 0.10 0.10 -0.02
H -1.435 -2.665 1.555 0.24 0.23 0.22
H -0.045 -3.770 1.665 0.17 0.13 0.16
H -3.265 -3.601 0.984 -0.01 -0.03 0.29
H -1.658 3.378 -0.738 0.08 0.07 0.08
H -2.181 2.954 -2.334 -0.15 0.05 -0.17
H -3.862 3.977 -0.618 0.03 0.03 0.38
H -4.741 3.179 -2.744 0.13 -0.10 -0.21
H -5.794 2.609 -1.468 -0.06 0.17 0.14
H -4.649 1.491 -2.143 0.06 -0.10 -0.32
H -5.926 2.637 0.657 -0.03 0.02 -0.19
H -4.728 3.464 1.660 0.05 0.21 -0.18
H -4.422 -0.157 1.060 0.07 0.21 -0.19
H -4.574 -1.825 2.806 -0.05 -0.19 0.13
H -5.377 -1.189 5.071 -0.10 0.05 0.18
H -6.071 1.146 5.510 -0.01 0.08 0.02
H -5.903 2.865 3.730 0.01 0.14 0.05
H -0.869 0.543 -5.443 -0.25 0.03 -0.17
C 6.444 -2.651 -4.573 -0.02 0.03 -0.01
Br 6.877 -4.141 -5.708 -0.01 0.01 0.07
Br 6.029 -3.202 -2.775 0.02 -0.01 -0.05
Br 7.828 -1.314 -4.598 -0.01 -0.02 0.01
H 5.553 -2.195 -4.978 -0.01 0.00 0.00
```
Positions in Å, forces in eV/Å.

Computed HOMO energy, in the same sequence as the records: -12.609 -10.324 -9.524 eV.